The following is a DFT calculation (ωB97M-V/def2-TZVPD) of a structure of composition C25H42Cl3N4O3PtSi.

Cartesian coordinates (Å):
Pt: -2.960 -2.816 1.233
Cl: -4.587 -3.238 -0.348
Cl: -2.838 -0.565 0.786
Cl: -4.448 -2.607 3.010
Si: 2.063 1.192 -0.840
O: -1.502 -3.179 -0.175
O: 2.241 2.845 -0.649
O: -1.352 -2.623 2.552
N: -1.316 -1.212 4.334
N: -0.580 -2.681 -2.186
N: -3.641 -5.291 4.068
N: -3.117 -4.938 1.610
C: 3.581 0.479 -0.013
C: -0.193 -0.413 3.873
C: -2.203 -0.610 5.306
C: 1.566 3.826 -1.424
C: 3.861 4.219 -2.435
C: -2.892 -5.613 0.426
C: -3.386 -5.741 2.740
C: -1.527 -2.561 -1.256
C: -0.304 4.840 -0.040
C: 4.668 4.703 -3.457
C: -3.421 -7.148 2.614
C: 1.660 7.211 0.494
C: 1.089 4.974 -0.564
C: -0.824 -2.267 -3.551
C: -1.632 -2.354 3.738
C: 1.917 4.902 -3.659
C: 1.915 5.993 -0.324
C: 4.103 5.284 -4.582
C: -3.193 -7.770 1.405
C: 2.721 5.382 -4.679
C: 0.517 0.561 0.012
C: 2.018 0.743 -2.660
C: 0.730 -3.215 -1.871
C: -2.925 -6.997 0.303
C: 2.479 4.315 -2.528
H: 4.295 3.760 -1.561
H: 2.571 7.694 0.836
H: -2.135 -3.078 4.383
H: -0.431 5.432 0.868
H: -2.341 -1.881 -1.496
H: -2.689 -5.087 -0.487
H: 1.453 -2.404 -1.782
H: 5.744 4.621 -3.373
H: 1.090 7.948 -0.076
H: -3.629 -7.778 3.472
H: -3.027 -1.284 5.523
H: 3.497 0.531 1.072
H: -0.179 -1.429 -3.817
H: 1.069 1.012 -3.122
H: 0.301 0.060 4.721
H: -0.628 -3.088 -4.241
H: -1.667 -0.397 6.230
H: 0.496 -1.051 3.335
H: -2.746 -7.465 -0.657
H: 0.840 4.991 -3.732
H: -3.669 -4.347 4.410
H: 1.057 6.971 1.373
H: 0.531 0.791 1.077
H: 3.724 -0.568 -0.282
H: 0.673 -3.751 -0.932
H: 2.269 5.833 -5.553
H: 2.815 1.236 -3.216
H: 4.733 5.660 -5.377
H: 0.690 3.370 -1.897
H: 2.905 5.943 -0.771
H: -3.830 -5.981 4.811
H: 1.062 -3.892 -2.658
H: 2.147 -0.332 -2.790
H: -2.612 0.320 4.914
H: -0.552 0.356 3.192
H: -0.506 3.805 0.232
H: -0.383 1.002 -0.412
H: 0.437 -0.522 -0.088
H: -1.859 -1.958 -3.663
H: 4.480 1.023 -0.300
H: -3.226 -8.849 1.325
H: -1.057 5.154 -0.755

Cartesian forces (eV/Å) of the 2 atoms listed first:
Pt -1.54 -0.43 0.73
Cl -1.70 -0.19 -1.88

The total charge is -1. For the orbital gap (alpha / beta), the calculation gives 3.87 / 6.24 eV. As for the molecular weight: 776.2 Da. The spin multiplicity is 3. Its expectation value of S² is 2.0117. The LUMO energy (alpha / beta) comes out at 0.082 / 0.082 Ha. The highest occupied orbital energy (alpha / beta) is -1.6388 / -4.0084 eV.

Charges computed using Löwdin, reported in e: 0.416 -0.141 -0.144 -0.071 0.425 -0.235 -0.176 -0.222 -0.188 -0.173 0.067 -0.067 -0.152 -0.048 -0.061 -0.318 -0.041 -0.185 -0.279 -0.363 -0.025 -0.083 -0.062 -0.091 -0.232 -0.043 -0.429 -0.030 -0.095 -0.103 -0.111 -0.088 -0.157 -0.147 -0.031 -0.101 -0.197 0.116 0.066 0.085 0.072 0.070 0.050 0.070 0.098 0.079 0.094 0.070 0.030 0.075 0.031 0.081 0.086 0.075 0.085 0.093 0.119 -0.026 0.067 0.021 0.026 0.090 0.098 0.029 0.094 0.143 0.106 0.092 0.086 0.013 0.093 0.072 0.084 0.017 0.025 0.094 0.023 0.097 0.087